13 unconnected molecules or ions with the total composition C58H111N12O6S in a non-equilibrium geometry. Source: OMol25; level of theory: the ωB97M-V functional and the def2-TZVPD basis.

* HOMO level: -5.0 eV
* ΔE to the lowest compared entry with this formula, charge and spin: 0.00 kcal per mole
* LUMO level: 1.7260 eV
* max |F|: 5.09 eV/A

ORCA input file:
```
! wB97M-V def2-TZVPD RIJCOSX def2/J DEFGRID3
* xyz -1 1
C 2.7693 -0.6679 1.0340
O 1.4146 -0.4527 0.7141
C 1.1658 0.8563 0.2477
C -0.3056 0.9097 -0.0318
N -1.0806 0.5724 1.1627
H -0.7345 -0.3051 1.5597
H -0.9098 1.2536 1.9650
C -2.5542 0.3743 0.9462
C -2.8961 -1.0612 1.2579
O -2.3879 -1.8655 0.2261
C -3.0001 -3.1355 0.1276
H 2.8708 -1.6237 1.5420
H 3.1346 0.1358 1.6882
H 3.3889 -0.6703 0.1283
H 1.7515 1.1406 -0.6339
H 1.4375 1.5767 1.0379
H -0.5589 0.1929 -0.8207
H -0.7108 1.8512 -0.4107
H -2.8612 0.6392 -0.0620
H -2.9968 1.0729 1.6562
H -3.9878 -1.1378 1.3478
H -2.4677 -1.3653 2.2256
H -2.5906 -3.5996 -0.7663
H -4.0877 -3.0484 0.0040
H -2.7933 -3.7420 1.0174
S -0.4504 2.6475 4.4097
O -0.7880 1.5801 3.4252
O -0.1583 3.9223 3.6766
O -1.5386 2.8514 5.3955
O 0.6796 2.2100 5.2892
C -1.9857 -1.7640 -3.2409
C -1.2085 -0.7136 -4.0055
N -1.2656 0.5864 -3.3576
C -2.5602 1.2239 -3.2819
C -3.2145 1.6861 -4.5746
C -0.2260 1.5111 -3.7499
C 1.1780 0.9531 -3.6013
H -2.0149 -2.7170 -3.7775
H -3.0030 -1.4516 -3.0166
H -1.4700 -1.9915 -2.3039
H -0.1764 -1.0329 -4.1317
H -1.6072 -0.6178 -5.0375
H -3.2597 0.6691 -2.6510
H -2.3986 2.1195 -2.6630
H -3.5112 0.8327 -5.1988
H -4.1717 2.1569 -4.3258
H -2.6505 2.3669 -5.2076
H -0.3044 2.4027 -3.1298
H -0.3615 1.8436 -4.7986
H 1.2125 0.3057 -2.7246
H 1.8916 1.7756 -3.5587
H 1.4873 0.3900 -4.4859
C -4.5327 3.5479 -0.9616
C -5.6340 2.9081 -0.1352
N -5.6195 1.4494 -0.1508
C -5.9206 0.8783 -1.4550
C -5.5087 -0.5818 -1.5643
C -6.5707 0.9382 0.8413
C -6.0082 0.9218 2.2443
H -4.6648 4.6261 -1.0115
H -4.4506 3.1252 -1.9690
H -3.5421 3.3180 -0.5557
H -5.4439 3.2278 0.8900
H -6.6370 3.2852 -0.4098
H -7.0054 0.9784 -1.6815
H -5.4420 1.4259 -2.2672
H -4.4167 -0.6491 -1.4753
H -5.8699 -1.2256 -0.7647
H -5.7927 -0.9734 -2.5390
H -6.9512 -0.0550 0.5973
H -7.4672 1.5842 0.7658
H -6.7498 0.7485 3.0275
H -5.6645 1.9230 2.5259
H -5.1675 0.2417 2.3332
C 4.4305 4.4773 -1.5916
C 4.1020 3.1604 -2.2375
N 5.2540 2.2922 -2.3946
C 6.1098 2.1435 -1.2267
C 5.4124 1.4433 -0.0585
C 4.9044 1.0616 -3.0603
C 6.0864 0.1873 -3.4424
H 3.6823 5.2423 -1.7911
H 5.4089 4.8444 -1.9086
H 4.5135 4.3737 -0.5046
H 3.2559 2.6640 -1.7270
H 3.7272 3.3625 -3.2509
H 6.5672 3.0916 -0.9503
H 6.9510 1.5085 -1.5165
H 4.6957 2.0768 0.4601
H 6.1506 1.0876 0.6662
H 4.8969 0.5575 -0.4317
H 4.1196 0.4675 -2.5491
H 4.4064 1.3451 -3.9997
H 6.8786 0.8217 -3.8482
H 6.5436 -0.2565 -2.5516
H 5.8035 -0.6013 -4.1345
C 3.0537 -2.3504 -3.9666
C 4.0714 -3.4549 -4.2567
N 4.2658 -4.3228 -3.1128
C 5.0307 -3.6630 -2.0544
C 4.5183 -4.0424 -0.6670
C 4.8321 -5.6040 -3.5025
C 3.8063 -6.5720 -4.0581
H 2.6991 -1.8529 -4.8720
H 3.4975 -1.5130 -3.4193
H 2.2504 -2.7859 -3.3744
H 3.7117 -3.9805 -5.1440
H 5.0410 -3.0232 -4.5726
H 6.1102 -3.8690 -2.1121
H 4.8896 -2.5858 -2.1502
H 4.3129 -5.1147 -0.6024
H 5.2409 -3.8033 0.1153
H 3.5774 -3.5389 -0.4414
H 5.2750 -6.0834 -2.6239
H 5.6664 -5.4994 -4.2202
H 4.3015 -7.5218 -4.3065
H 3.3884 -6.2770 -5.0239
H 3.0150 -6.8297 -3.3570
N 2.6748 3.9883 3.3675
C 3.2708 2.7807 3.5179
C 4.5371 2.8305 2.9765
C 4.6706 4.1444 2.4329
C 3.5199 4.8392 2.6995
H 1.6839 4.1552 3.5412
H 2.7410 1.9793 4.0074
H 5.2415 2.0179 3.0062
H 5.5680 4.5034 1.9477
H 3.1519 5.7919 2.3578
N -2.8928 5.1491 3.5985
C -3.4554 6.3923 3.6249
C -4.7898 6.2555 3.3260
C -5.0495 4.8613 3.2048
C -3.8410 4.2192 3.3272
H -1.8951 4.9641 3.6638
H -2.8523 7.2048 3.9941
H -5.5173 7.0520 3.3469
H -6.0290 4.4342 3.0599
H -3.5794 3.1730 3.3489
N -3.4119 -6.2234 2.8243
C -3.1026 -7.5223 2.5310
C -1.7557 -7.5727 2.2905
C -1.2168 -6.2877 2.5864
C -2.2696 -5.4618 2.8354
H -4.3223 -5.8208 2.9458
H -3.8352 -8.3010 2.4091
H -1.2196 -8.4728 2.0376
H -0.1707 -6.0334 2.5886
H -2.3432 -4.4167 3.0866
N 0.9499 -1.3607 5.1456
C 0.7469 -1.1947 3.8238
C 0.2873 -2.3800 3.3031
C 0.2210 -3.2959 4.3892
C 0.5978 -2.6344 5.5300
H 1.3033 -0.6843 5.7986
H 0.9538 -0.2186 3.4138
H 0.0219 -2.5388 2.2692
H -0.1360 -4.3135 4.3583
H 0.7271 -2.9744 6.5417
N -6.0760 -4.6445 -3.4894
C -6.9937 -3.6684 -3.7650
C -7.4776 -3.1771 -2.5904
C -6.7752 -3.8584 -1.5509
C -5.9901 -4.8156 -2.1339
H -5.5712 -5.1635 -4.1828
H -7.2448 -3.3888 -4.7739
H -8.2078 -2.3931 -2.4934
H -6.8406 -3.6682 -0.4916
H -5.3495 -5.5420 -1.6643
N 4.3064 0.0581 5.5241
C 4.4323 -0.6233 4.3541
C 5.7623 -0.7198 4.0506
C 6.4647 -0.0210 5.0761
C 5.5478 0.3820 6.0049
H 3.4424 0.3698 5.9316
H 3.5706 -0.9824 3.8160
H 6.1881 -1.1973 3.1846
H 7.5258 0.1711 5.0671
H 5.6748 1.0439 6.8439
N 0.4033 4.3642 1.0525
C 1.4958 4.2700 0.2485
C 1.0887 4.4038 -1.0497
C -0.3185 4.6460 -1.0242
C -0.7011 4.5772 0.2915
H 0.4122 4.1801 2.0674
H 2.4750 4.0880 0.6664
H 1.6754 4.4195 -1.9560
H -0.9611 4.8160 -1.8734
H -1.6712 4.6928 0.7522
*
```

Löwdin atomic charge list, values in e, 6 entries:
1. C -0.098
2. O -0.188
3. C -0.194
4. C -0.110
5. N 0.049
6. H 0.126

---

8 unconnected molecules or ions with the total composition C58H126N6O10 in a non-equilibrium geometry. Source: OMol25; level of theory: the ωB97M-V functional and the def2-TZVPD basis.

* HOMO level: -8.1 eV
* ΔE to the lowest compared entry with this formula, charge and spin: 46.48 kcal per mole
* SMILES: CC1(C)CCCC(C)(C)N1O.CC1(C)CCCC(C)(C)N1O.CC1(C)CCCC(C)(C)N1O.CC1(C)CCCC(C)(C)N1O.CC1(C)CCCC(C)(C)N1O.CC1(C)CCCC(C)(C)N1O.OCCO.OCCO
* LUMO level: 0.3290 eV
* max |F|: 3.08 eV/A

ORCA input file:
```
! wB97M-V def2-TZVPD RIJCOSX def2/J DEFGRID3
* xyz 0 1
C 2.9615 -3.3918 1.8256
C 1.5657 -3.7659 2.2921
O 1.2379 -2.7570 3.2337
O 3.8447 -3.4022 2.9051
H 3.0170 -2.3990 1.3707
H 3.1986 -4.0873 1.0191
H 1.6429 -4.7268 2.7948
H 0.8216 -3.8656 1.4783
H 1.9119 -2.6876 3.9188
H 4.5182 -2.7383 2.7244
C -0.8721 0.2443 -0.1496
C 0.2998 0.1017 0.7476
O 0.4076 -1.3002 1.0562
O -0.8345 -0.5470 -1.3262
H -0.9082 1.2699 -0.5220
H -1.7677 -0.0091 0.3398
H 0.1305 0.7436 1.6194
H 1.2144 0.4224 0.1940
H 0.7246 -1.5027 1.9458
H -0.4735 -1.4157 -1.0899
C -4.0072 -2.1703 4.9831
C -3.1584 -1.3404 3.9839
C -3.9995 -0.1497 3.6407
C -4.0333 0.8926 4.7386
C -2.6460 1.3263 5.1564
C -1.7575 0.1347 5.5717
N -1.8235 -0.8797 4.5066
O -1.0806 -2.0261 4.9136
C -0.3702 0.7013 5.4816
C -2.1218 -0.2593 7.0150
C -2.9164 -2.1841 2.7673
H -4.8858 -2.5577 4.4473
H -4.3323 -1.5776 5.8579
H -3.4877 -3.1242 5.3628
H -3.5787 0.4074 2.7898
H -5.0406 -0.4812 3.4129
H -4.5151 0.5494 5.6582
H -4.6801 1.7312 4.5117
H -2.6625 2.0589 6.0022
H -2.1822 1.9348 4.3677
H -0.1004 1.0188 4.4866
H -0.1778 1.5475 6.1464
H 0.3609 -0.0149 5.8058
H -3.1916 -0.1662 7.1556
H -1.6597 -1.2498 7.3385
H -1.7439 0.4932 7.7149
H -2.2188 -2.9818 2.9991
H -2.3663 -1.6487 1.9702
H -3.8352 -2.5787 2.3053
H -0.3613 -2.0521 4.3087
C -3.9203 -2.0540 -0.7942
C -4.5570 -2.3139 -2.1787
C -6.1091 -2.2530 -1.9797
C -6.6115 -0.8380 -1.9541
C -6.1245 -0.1422 -3.1770
C -4.6027 0.0569 -3.1555
N -4.1138 -1.3504 -3.1403
O -2.7291 -1.3413 -3.3328
C -4.2989 0.8162 -4.4152
C -4.1654 0.9420 -2.0563
C -4.1961 -3.7236 -2.7018
H -4.2308 -2.8322 -0.0863
H -4.0682 -1.0547 -0.3881
H -2.7938 -2.1069 -0.8256
H -6.6122 -2.7674 -2.8273
H -6.2622 -2.8398 -1.1152
H -6.2685 -0.2969 -1.0677
H -7.6859 -0.9033 -1.9900
H -6.5633 0.8841 -3.2573
H -6.3449 -0.5866 -4.1150
H -3.2195 1.0706 -4.5735
H -4.7581 0.2867 -5.2806
H -4.8461 1.7597 -4.3651
H -4.4670 0.7434 -1.0394
H -3.0688 1.0115 -1.9403
H -4.4242 2.0062 -2.2039
H -4.7498 -4.0247 -3.5624
H -4.3372 -4.5216 -1.9634
H -3.1397 -3.8098 -2.8819
H -2.2295 -0.8899 -2.6460
C 2.1853 -3.3917 -1.5839
C 1.2265 -4.0420 -2.4909
C 0.9126 -3.0815 -3.6608
C 0.1006 -3.8555 -4.7080
C 0.8972 -5.1091 -5.1693
C 1.1947 -6.0299 -4.0118
N 1.9012 -5.2692 -2.9561
O 2.0882 -6.1614 -1.9109
C -0.0856 -6.7591 -3.5209
C 2.1990 -7.0982 -4.5581
C -0.0444 -4.3342 -1.6685
H 1.8424 -2.3847 -1.3046
H 3.1267 -3.3742 -2.1801
H 2.3727 -3.9397 -0.6386
H 0.4126 -2.1799 -3.2711
H 1.8603 -2.7308 -4.1526
H -0.0230 -3.1570 -5.5765
H -0.9545 -4.0515 -4.4066
H 1.8192 -4.7708 -5.6409
H 0.3059 -5.6074 -5.9475
H -1.0558 -6.2754 -3.7584
H -0.0903 -7.7436 -3.9347
H -0.0351 -6.9544 -2.4769
H 2.3493 -7.9523 -3.8651
H 1.8092 -7.4581 -5.5259
H 3.2161 -6.6629 -4.6918
H -0.3457 -3.3804 -1.2258
H 0.1677 -5.0372 -0.8828
H -0.9284 -4.5619 -2.2636
H 3.0504 -6.3229 -1.8328
C 5.5602 1.6434 0.5772
C 4.8658 1.7513 1.9330
C 3.3662 1.3111 1.7589
C 2.6560 1.1259 3.0797
C 3.4704 0.2425 3.9912
C 4.9395 0.6317 4.1668
N 5.5557 0.7826 2.8121
O 6.9023 1.2275 2.9729
C 5.0236 1.9186 5.1027
C 5.7888 -0.5594 4.8135
C 4.8123 3.1977 2.3769
H 5.7202 0.6149 0.1303
H 6.6055 2.0355 0.7224
H 5.1252 2.3397 -0.1534
H 2.8658 2.1486 1.1771
H 3.1936 0.4095 1.1633
H 1.7148 0.6008 2.9810
H 2.2664 2.0955 3.4734
H 3.3805 -0.7653 3.6040
H 3.0618 0.2990 4.9870
H 5.8819 2.5475 4.8086
H 4.1713 2.6035 4.9729
H 5.1002 1.5385 6.0740
H 5.2399 -0.9959 5.6460
H 6.0356 -1.2823 3.9816
H 6.7119 -0.1111 5.1437
H 4.1554 3.4366 3.1945
H 4.4739 3.7818 1.5472
H 5.8193 3.4570 2.6282
H 6.8580 2.0289 3.5289
C 0.3462 5.8668 2.2813
C -0.0088 5.1965 0.9457
C 0.0285 3.6535 1.2100
C -1.1493 3.1947 2.0732
C -2.4513 3.6031 1.4992
C -2.5077 5.0987 1.1430
N -1.3193 5.5252 0.4235
O -1.4141 6.9028 0.1338
C -3.7551 5.3250 0.2829
C -2.7400 5.9068 2.4345
C 1.0441 5.5223 -0.0632
H -0.1605 5.4716 3.1562
H 0.0056 6.8933 2.2693
H 1.3834 5.8958 2.5139
H 0.0727 3.0486 0.2949
H 0.9680 3.5903 1.7680
H -1.0182 3.5159 3.0891
H -1.1875 2.0976 2.2184
H -3.3402 3.3860 2.1884
H -2.6310 3.0573 0.5853
H -3.9906 6.3791 0.1462
H -3.4746 5.0586 -0.7404
H -4.5800 4.7788 0.6689
H -2.6490 6.9779 2.2212
H -3.8106 5.9054 2.6209
H -2.2353 5.6018 3.3199
H 2.0403 5.1877 0.1252
H 1.2472 6.5993 -0.2434
H 0.6901 5.0867 -0.9832
H -0.7795 7.3633 0.7233
C 3.3569 0.3017 -2.1209
C 2.9126 1.1195 -3.3537
C 3.7709 0.6490 -4.5158
C 3.3278 1.1763 -5.8763
C 1.8528 0.9703 -6.0880
C 1.0052 1.3881 -4.9165
N 1.5262 0.7782 -3.6671
O 0.7409 1.3180 -2.5959
C 0.7263 2.9318 -4.9938
C -0.3708 0.6884 -5.1504
C 3.2361 2.5291 -2.9888
H 4.3890 0.4579 -1.8233
H 3.3709 -0.7517 -2.3960
H 2.7075 0.5617 -1.2920
H 4.7773 0.9734 -4.2252
H 3.8170 -0.4687 -4.4904
H 3.8561 0.5637 -6.6286
H 3.6927 2.1969 -6.0314
H 1.7443 -0.1020 -6.4092
H 1.5333 1.6436 -6.9248
H 0.2133 3.2817 -4.1235
H 1.6533 3.4556 -5.1882
H 0.0656 3.1329 -5.8976
H -1.1191 0.8407 -4.3712
H -0.8246 1.0754 -6.0781
H -0.1622 -0.4035 -5.1678
H 4.1382 2.5645 -2.3508
H 2.4417 3.0398 -2.4661
H 3.3989 3.0348 -3.9096
H 0.2318 0.5173 -2.4082
*
```

Löwdin atomic charge list, values in e, 6 entries:
1. C -0.270
2. C -0.186
3. O -0.100
4. O -0.043
5. H 0.120
6. H 0.100